# 1
One molecule with the formula C4H5BrS, computed with ωB97M-V with the def2-TZVPD basis set.

HOMO energy (alpha / beta): -7.34 / -7.35 eV

The geometry in ORCA input format:
```
! wB97M-V def2-TZVPD RIJCOSX def2/J DEFGRID3
* xyz 0 1
C -0.960 -0.027 -0.243
C -1.204 1.334 -0.173
C 0.200 -0.917 -0.131
C 1.455 -0.355 0.457
S -0.040 2.458 0.266
Br 3.150 -0.939 -0.015
H -1.923 -0.630 -0.365
H -2.134 1.748 -0.374
H -0.032 -1.749 0.650
H 0.227 -1.336 -1.216
H 1.262 0.413 1.143
*
```



# 2
One molecule with the formula C7H6, computed with ωB97M-V with the def2-TZVPD basis set.

HOMO energy (alpha / beta): -7.16 / -7.16 eV

The geometry in ORCA input format:
```
! wB97M-V def2-TZVPD RIJCOSX def2/J DEFGRID3
* xyz 0 1
C -1.885 0.844 -0.159
C -3.037 0.076 -0.207
C -0.634 -1.188 0.359
C -1.963 -0.792 0.206
C -0.402 1.131 -0.160
C 0.238 -0.187 0.049
C 1.754 -0.271 -0.143
H -0.290 -2.086 0.726
H 0.086 1.562 -1.031
H -0.053 1.741 0.793
H 1.981 0.218 -1.056
H 1.932 -1.366 -0.103
H 2.274 0.319 0.725
*
```



# 3
One molecule with the formula C22H31N3O4, computed with ωB97M-V with the def2-TZVPD basis set.

HOMO energy: -9.01 eV

The geometry in ORCA input format:
```
! wB97M-V def2-TZVPD RIJCOSX def2/J DEFGRID3
* xyz 0 1
C -4.961 -2.345 -1.327
H -5.297 -1.622 -2.067
H -5.710 -3.127 -1.233
H -4.029 -2.789 -1.665
C -4.761 -1.660 0.024
C -6.061 -1.005 0.491
H -6.836 -1.757 0.604
H -6.388 -0.265 -0.236
H -5.908 -0.507 1.445
C -4.253 -2.648 1.073
H -3.342 -3.130 0.729
H -4.047 -2.129 2.007
H -5.007 -3.409 1.252
O -3.842 -0.546 -0.110
C -2.574 -0.753 -0.479
O -2.080 -1.829 -0.770
N -1.861 0.396 -0.485
C -2.464 1.655 -0.074
C -1.441 2.709 0.229
C -1.624 3.623 1.255
C -0.684 4.614 1.476
C 0.444 4.690 0.676
C 0.635 3.773 -0.342
C -0.307 2.784 -0.572
C -0.160 1.736 -1.632
C -0.510 0.377 -1.026
H -0.479 -0.409 -1.792
C 0.510 -0.004 0.066
O 1.389 0.752 0.448
N 0.340 -1.247 0.531
H -0.376 -1.827 0.103
C 1.139 -1.807 1.602
H 1.315 -1.028 2.352
H 0.597 -2.639 2.050
C 2.504 -2.320 1.101
O 2.806 -3.495 1.121
N 3.292 -1.327 0.667
H 2.922 -0.381 0.666
C 4.594 -1.530 0.074
H 4.839 -2.583 0.233
C 5.621 -0.586 0.716
C 5.578 0.655 -0.169
C 5.507 0.060 -1.573
H 5.139 0.771 -2.311
H 6.502 -0.265 -1.881
C 4.579 -1.153 -1.426
H 4.902 -1.985 -2.049
H 3.560 -0.895 -1.716
H 6.444 1.301 -0.031
H 4.676 1.233 0.040
H 5.376 -0.380 1.756
H 6.612 -1.039 0.675
H 0.861 1.709 -2.010
H -0.839 1.941 -2.465
H 1.521 3.819 -0.957
H 1.181 5.459 0.853
H -0.828 5.324 2.277
H -2.503 3.560 1.880
H -3.090 1.466 0.802
H -3.124 2.015 -0.878
*
```



# 4
C26H24F4N2O4RuTe as an isolated structure, computed with ωB97M-V with the def2-TZVPD basis set.

HOMO energy (alpha / beta): -10.53 / -10.53 eV
Expectation value of S²: 8.80

The geometry in ORCA input format:
```
! wB97M-V def2-TZVPD RIJCOSX def2/J DEFGRID3
* xyz 1 6
Ru -0.243 -0.517 -0.929
C 2.667 -1.365 -1.131
N 2.040 -0.232 -0.424
C 2.694 1.027 -0.816
C 2.081 -0.421 1.037
C 1.018 0.412 1.711
N -0.307 0.008 1.245
C -1.413 0.580 1.796
C -2.693 0.056 1.492
F -2.786 -0.982 0.669
C -3.856 0.552 2.016
F -5.006 -0.021 1.678
C -3.843 1.632 2.880
C -2.620 2.189 3.193
F -2.561 3.239 4.006
C -1.444 1.698 2.680
F -0.334 2.337 3.023
H 3.743 -1.413 -0.941
H 2.515 -1.247 -2.203
H 2.218 -2.303 -0.804
H 3.735 1.025 -0.475
H 2.180 1.878 -0.374
H 2.661 1.138 -1.894
H 3.061 -0.140 1.433
H 1.917 -1.476 1.260
H 1.196 1.466 1.510
H 1.101 0.278 2.792
H -4.758 2.032 3.296
O -1.639 1.196 -1.163
C -0.710 1.870 -1.741
O 0.225 1.259 -2.340
C -0.677 3.343 -1.594
C -1.768 4.000 -1.042
C -1.753 5.382 -0.845
C -0.611 6.047 -1.213
O -0.350 7.376 -1.118
C 0.971 7.579 -1.642
O 1.473 6.293 -2.026
C 0.481 5.392 -1.759
C 0.483 4.044 -1.970
H -2.638 3.419 -0.772
H -2.600 5.914 -0.427
H 1.607 8.006 -0.871
H 0.923 8.232 -2.510
H 1.317 3.536 -2.435
C -0.784 -3.759 0.681
Te -1.298 -2.978 -1.253
C 0.042 -4.467 -2.011
C 0.222 -5.451 -0.879
C 0.773 -6.706 -1.127
C 0.985 -7.592 -0.084
C 0.641 -7.235 1.214
C 0.072 -5.997 1.463
C -0.144 -5.100 0.420
H -1.690 -3.838 1.277
H -0.114 -3.055 1.164
H 0.982 -4.009 -2.309
H -0.409 -4.921 -2.889
H 1.031 -6.989 -2.141
H 1.411 -8.568 -0.285
H 0.805 -7.928 2.030
H -0.221 -5.727 2.472
*
```



# 5
One molecule with the formula C5H8O, computed with ωB97M-V with the def2-TZVPD basis set.

HOMO energy: -9.21 eV

The geometry in ORCA input format:
```
! wB97M-V def2-TZVPD RIJCOSX def2/J DEFGRID3
* xyz 0 1
O -1.018 1.749 -0.416
C -0.667 0.671 0.433
C -1.040 -0.712 -0.165
C 0.288 -1.321 -0.529
C 1.299 -0.486 -0.307
C 0.858 0.606 0.627
H -0.415 1.714 -1.170
H -1.207 0.861 1.363
H -1.652 -0.556 -1.062
H -1.643 -1.335 0.501
H 0.424 -2.351 -0.825
H 1.332 1.583 0.513
H 2.332 -0.656 -0.590
H 1.108 0.233 1.627
*
```



# 6
One molecule with the formula CHCl3, computed with ωB97M-V with the def2-TZVPD basis set.

HOMO energy: -11.21 eV

The geometry in ORCA input format:
```
! wB97M-V def2-TZVPD RIJCOSX def2/J DEFGRID3
* xyz 0 1
C -0.112 0.015 0.103
Cl 0.748 -1.572 -0.169
Cl -1.042 0.522 -1.396
Cl 1.171 1.218 0.509
H -0.765 -0.182 0.953
*
```



# 7
C4H4Cl12Cr2O4S as an isolated structure, computed with ωB97M-V with the def2-TZVPD basis set.

HOMO energy (alpha / beta): -11.80 / -12.65 eV
Expectation value of S²: 24.81

The geometry in ORCA input format:
```
! wB97M-V def2-TZVPD RIJCOSX def2/J DEFGRID3
* xyz 1 10
Cr 0.871 4.095 0.154
Cr -1.730 1.505 3.663
S -0.138 1.637 0.726
O -0.683 2.771 0.019
O -0.090 0.428 -0.042
O 1.173 2.238 0.940
O -0.820 1.423 1.998
C 2.638 -0.019 3.181
Cl 3.643 -1.453 3.389
Cl 3.514 1.465 3.685
Cl 0.991 -0.101 3.857
H 2.515 0.074 2.102
C -1.575 1.046 -2.918
Cl -0.381 2.167 -3.707
Cl -1.098 -0.665 -3.187
Cl -3.201 1.189 -3.687
H -1.594 1.169 -1.835
C -2.639 -1.642 -0.101
Cl -2.513 -1.514 1.632
Cl -4.220 -1.000 -0.727
Cl -2.521 -3.317 -0.619
H -1.830 -1.086 -0.574
C 1.827 -1.980 -1.554
Cl 3.017 -1.422 -2.799
Cl 2.892 -2.376 -0.201
Cl 0.878 -3.358 -2.189
H 1.074 -1.274 -1.206
*
```



# 8
C19H54BCl2N4O10V2 as an isolated structure, computed with ωB97M-V with the def2-TZVPD basis set.

HOMO energy: -4.89 eV

The geometry in ORCA input format:
```
! wB97M-V def2-TZVPD RIJCOSX def2/J DEFGRID3
* xyz -1 1
O -1.566 -2.555 -0.477
V -1.123 -1.459 0.738
O -1.364 -2.104 2.163
O 2.511 1.748 -0.470
V 2.130 0.155 -0.369
O 2.772 -0.613 -1.663
O 3.701 0.229 1.550
C 2.964 -0.602 2.399
C 2.053 -1.745 1.876
O 1.126 -1.617 0.795
H 2.313 -0.017 3.049
H 3.764 -0.955 3.049
H 1.569 -2.216 2.732
H 2.796 -2.486 1.581
B -0.301 0.437 -0.774
H 0.390 -0.168 -1.340
H 0.155 0.617 0.187
H -0.416 1.392 -1.263
H -1.271 -0.013 -0.629
C -0.710 3.240 -3.440
C 0.804 3.149 -3.408
C 1.477 3.929 -2.252
O 1.042 5.309 -2.214
C 1.840 6.182 -2.890
N 1.104 1.741 -3.273
H -1.062 4.271 -3.484
H -1.169 2.775 -2.568
H -1.027 2.723 -4.347
H 1.283 3.530 -4.310
H 2.554 3.756 -2.241
H 1.083 3.450 -1.355
H 1.288 7.093 -3.121
H 2.002 5.797 -3.897
H 2.792 6.430 -2.421
H 0.517 1.282 -3.954
H 0.586 1.601 -2.417
C 1.425 -3.989 -2.071
C 1.644 -4.888 -0.871
C 1.735 -6.336 -1.341
O 0.455 -6.709 -1.963
C 0.396 -8.084 -2.205
N 2.892 -4.510 -0.246
H 0.567 -4.329 -2.652
H 2.262 -3.845 -2.754
H 0.979 -3.035 -1.790
H 0.880 -4.659 -0.129
H 1.873 -7.018 -0.503
H 2.510 -6.575 -2.069
H 1.163 -8.385 -2.919
H -0.593 -8.256 -2.630
H 0.570 -8.672 -1.303
H 2.771 -3.549 0.043
H 3.633 -4.505 -0.933
C -0.084 3.351 1.710
C 0.312 2.559 2.956
C 1.080 3.315 4.031
O 2.358 3.825 3.643
C 3.124 4.165 4.786
N -0.869 2.089 3.538
H -0.674 2.617 1.161
H 0.696 3.665 1.016
H -0.714 4.155 2.089
H 0.829 1.656 2.633
H 1.253 2.620 4.854
H 0.564 4.173 4.462
H 4.002 4.753 4.519
H 3.488 3.244 5.241
H 2.501 4.649 5.538
H -1.511 2.791 3.875
H -0.637 1.679 4.431
C -4.355 1.530 2.334
C -3.599 0.198 2.153
C -4.399 -0.654 1.078
O -3.783 -1.900 0.582
C -4.731 -2.714 -0.041
N -2.289 0.524 1.596
H -3.792 2.211 2.972
H -5.361 1.474 2.749
H -4.352 2.129 1.423
H -3.466 -0.238 3.143
H -4.551 -0.021 0.204
H -5.418 -0.815 1.430
H -5.494 -3.033 0.669
H -4.233 -3.556 -0.523
H -5.300 -2.166 -0.792
H -1.854 1.186 2.222
H -2.384 1.076 0.756
C -1.503 -1.505 -3.420
Cl -2.689 -2.734 -3.923
Cl -1.545 -0.091 -4.477
H -1.862 -1.156 -2.452
H -0.529 -1.992 -3.369
*
```



# 9
A 2-piece molecular cluster, C5H8O2 overall, computed with ωB97M-V with the def2-TZVPD basis set.

HOMO energy: -9.33 eV

The geometry in ORCA input format:
```
! wB97M-V def2-TZVPD RIJCOSX def2/J DEFGRID3
* xyz 0 1
C 0.369 -1.165 0.674
C 0.321 2.340 -0.070
C -0.517 -0.546 -0.134
C 0.640 -2.588 0.553
C -1.605 -0.339 -0.811
O 0.752 1.147 -0.716
O 1.300 -3.240 1.331
H 0.139 -3.069 -0.312
H 0.674 -0.698 1.604
H 1.485 0.668 -0.198
H 0.197 2.177 1.006
H -0.642 2.605 -0.502
H 1.035 3.147 -0.242
H -1.575 0.186 -1.753
H -2.573 -0.625 -0.430
*
```



# 10
A 2-piece molecular cluster, C14H16F4N2O2 overall, computed with ωB97M-V with the def2-TZVPD basis set.

HOMO energy: -7.18 eV

The geometry in ORCA input format:
```
! wB97M-V def2-TZVPD RIJCOSX def2/J DEFGRID3
* xyz 0 1
F 1.318 1.146 3.854
N 1.514 1.033 2.537
C 2.378 0.190 1.970
N 2.264 0.385 0.673
C 1.331 1.344 0.397
C 0.834 1.764 1.592
C -0.239 2.743 1.942
C -1.532 1.962 2.176
C -2.166 1.406 1.072
C -3.319 0.653 1.235
C -3.821 0.461 2.514
C -3.209 1.030 3.616
C -2.053 1.781 3.449
H 2.996 -0.501 2.514
H 2.779 -0.106 -0.060
H 1.068 1.622 -0.611
H -0.404 3.375 1.072
H 0.041 3.313 2.825
H -1.756 1.539 0.078
H -3.793 0.228 0.362
H -4.707 -0.146 2.649
H -3.612 0.870 4.607
H -1.549 2.230 4.297
C 1.233 -3.665 -3.023
C 2.127 -2.608 -3.661
O 1.468 -1.450 -4.119
C 1.147 -0.413 -3.161
O 2.131 -0.055 -2.378
C -0.116 -0.763 -2.318
F -1.074 -1.414 -3.009
F -0.704 0.392 -1.880
F 0.114 -1.495 -1.206
H 0.299 -3.766 -3.578
H 1.747 -4.629 -3.014
H 0.988 -3.425 -1.991
H 2.562 -3.047 -4.563
H 2.966 -2.349 -3.007
H 0.748 0.365 -3.851
*
```



# 11
C38H36BrN5O5RuSbSe4 as an isolated structure, computed with ωB97M-V with the def2-TZVPD basis set.

HOMO energy (alpha / beta): -2.61 / -2.88 eV
Expectation value of S²: 8.79

The geometry in ORCA input format:
```
! wB97M-V def2-TZVPD RIJCOSX def2/J DEFGRID3
* xyz -2 6
Ru -0.564 0.112 -0.013
O 4.806 1.797 0.571
C 4.681 2.352 1.775
C 5.615 3.295 2.212
C 5.467 3.913 3.444
C 4.387 3.613 4.256
C 3.469 2.657 3.830
C 3.598 2.003 2.625
C 2.697 0.869 2.138
O 2.446 0.939 0.821
N 1.426 0.906 2.921
N 0.338 0.560 2.261
C -0.827 0.389 2.771
C -1.799 0.153 1.700
Br -3.177 0.480 -1.556
C -3.107 -0.082 1.855
C -3.796 -0.164 3.153
C -5.009 0.495 3.350
C -5.671 0.425 4.563
C -5.139 -0.314 5.612
C -3.942 -0.989 5.426
C -3.282 -0.919 4.210
H 3.842 1.326 0.432
H 6.441 3.537 1.559
H 6.199 4.648 3.761
H 4.260 4.112 5.208
H 2.619 2.429 4.461
H 3.195 -0.088 2.434
H 1.467 0.633 3.901
H -1.039 0.492 3.838
H -3.724 -0.155 0.968
H -5.423 1.074 2.536
H -6.607 0.954 4.691
H -5.658 -0.375 6.560
H -3.518 -1.582 6.228
H -2.363 -1.469 4.054
C 1.272 0.242 -6.678
O 0.508 1.350 -7.125
C -0.620 1.765 -6.488
C -1.378 2.659 -7.250
C -2.543 3.213 -6.764
C -2.997 2.866 -5.497
C -2.267 1.974 -4.739
C -1.068 1.426 -5.204
N -0.353 0.546 -4.350
C -0.161 0.778 -3.005
N -0.086 2.084 -2.705
C -0.123 2.766 -1.484
C -0.446 2.189 -0.259
C -0.513 3.075 0.828
C -0.256 4.428 0.718
C 0.074 4.971 -0.519
C 0.120 4.138 -1.612
O 0.398 4.647 -2.888
C -0.742 5.197 -3.542
N -0.033 -0.193 -2.142
C -0.010 -1.507 -2.683
C -1.056 -2.395 -2.439
C -1.003 -3.701 -2.892
C 0.105 -4.146 -3.604
C 1.138 -3.267 -3.878
C 1.082 -1.948 -3.441
O 2.064 -1.087 -3.883
C 2.942 -0.493 -2.920
H 2.044 0.113 -7.435
H 0.660 -0.664 -6.644
H 1.724 0.407 -5.705
H -1.005 2.903 -8.234
H -3.101 3.908 -7.375
H -3.918 3.270 -5.103
H -2.606 1.663 -3.757
H -0.318 -0.427 -4.613
H 0.048 2.696 -3.499
H -0.787 2.683 1.798
H -0.300 5.061 1.596
H 0.290 6.022 -0.649
H -0.712 6.290 -3.489
H -1.662 4.837 -3.075
H -0.727 4.884 -4.590
H -1.917 -2.014 -1.901
H -1.828 -4.369 -2.683
H 0.173 -5.174 -3.928
H 2.024 -3.581 -4.409
H 3.872 -1.065 -2.888
H 2.480 -0.474 -1.935
H 3.130 0.532 -3.243
Se 1.942 -5.534 2.104
Sb 1.880 -4.591 -0.104
Se 1.754 -1.893 0.267
Se -0.522 -2.252 0.719
Se 3.764 -4.893 -1.569
*
```



# 12
One molecule with the formula C13H23NO2, computed with ωB97M-V with the def2-TZVPD basis set.

HOMO energy: -9.31 eV

The geometry in ORCA input format:
```
! wB97M-V def2-TZVPD RIJCOSX def2/J DEFGRID3
* xyz 0 1
O 0.402 -1.767 -0.396
C 0.817 -0.777 -0.962
N 0.337 -0.373 -2.164
H 0.678 0.479 -2.578
C -0.728 -1.063 -2.850
H -0.850 -2.028 -2.355
H -0.454 -1.228 -3.896
C -2.055 -0.276 -2.804
C -2.664 -0.265 -1.401
H -3.336 0.587 -1.294
C -3.446 -1.580 -1.382
H -2.821 -2.382 -0.994
C -3.778 -1.816 -2.865
H -4.835 -1.635 -3.086
O -3.026 -0.883 -3.630
H -3.528 -2.836 -3.179
H -4.344 -1.517 -0.772
H -1.904 -0.223 -0.625
H -1.885 0.731 -3.202
C 1.936 0.091 -0.413
H 1.923 1.078 -0.880
H 2.879 -0.398 -0.674
C 1.841 0.221 1.111
C 0.618 1.049 1.508
C 0.517 1.171 3.026
C 1.783 1.802 3.597
C 3.005 0.978 3.206
C 3.105 0.856 1.688
H 3.977 0.254 1.423
H 3.241 1.850 1.253
H 3.911 1.444 3.600
H 2.924 -0.019 3.642
H 1.709 1.866 4.684
H 1.890 2.818 3.208
H -0.354 1.775 3.291
H 0.380 0.178 3.457
H -0.285 0.576 1.117
H 0.696 2.047 1.068
H 1.725 -0.787 1.521
*
```



# 13
A 2-piece molecular cluster, CH6OSi overall, computed with ωB97M-V with the def2-TZVPD basis set.

HOMO energy (alpha / beta): -9.41 / -6.36 eV

The geometry in ORCA input format:
```
! wB97M-V def2-TZVPD RIJCOSX def2/J DEFGRID3
* xyz 0 1
C -0.126 -0.258 -1.252
O -0.677 -0.159 0.069
Si -0.452 0.560 1.455
H 0.817 0.163 -1.334
H -0.879 0.242 -1.933
H 0.113 -1.265 -1.635
H 2.107 -0.837 0.401
H -1.112 -0.239 2.436
H 0.209 1.793 1.793
*
```



# 14
A 2-piece molecular cluster, C6H8N2S overall, computed with ωB97M-V with the def2-TZVPD basis set.

HOMO energy: -8.84 eV

The geometry in ORCA input format:
```
! wB97M-V def2-TZVPD RIJCOSX def2/J DEFGRID3
* xyz 0 1
C -2.253 1.205 0.539
C -2.546 0.216 -0.403
C -0.893 1.175 0.712
C 1.629 0.111 -1.447
C 0.911 -0.129 -0.151
C 1.408 -1.728 1.051
N -1.430 -0.340 -0.868
N -0.469 0.218 -0.156
S 2.103 1.209 -0.051
H -2.996 1.859 1.006
H -3.367 -0.172 -0.922
H -0.249 1.767 1.291
H 2.497 -0.601 -1.574
H 1.223 0.687 -2.193
H 1.107 -2.542 0.389
H 0.809 -1.450 1.856
H 2.514 -1.485 0.920
*
```



no.,energy (Eh)
1,-3127.45077
2,-270.07260
3,-1322.25125
4,-2177.68141
5,-270.52156
6,-1419.26521
7,-8464.84804
8,-4560.81578
9,-345.67706
10,-1202.39818
11,-14634.50077
12,-714.41781
13,-406.24245
14,-740.99322